# 1
ORCA calculation (ωB97M-V/def2-TZVPD) on a 4-piece molecular cluster, C27H38N overall.

Last column: Löwdin charge in e.
CARTESIAN COORDINATES (ANGSTROEM)
C -3.74 -2.21 4.07  -0.066
C -4.71 -1.05 4.33  -0.406
C -4.27 -0.17 5.51  -0.074
C -5.07 -0.27 3.04  -0.162
C -4.00 0.34 2.12  -0.158
C -3.44 1.74 2.44  -0.267
C -2.81 2.37 1.16  -0.110
C -1.32 2.58 1.45  -0.082
N -1.07 1.56 2.54  0.077
C -2.27 1.78 3.42  -0.071
H -3.20 -2.48 4.98  0.079
H -4.26 -3.10 3.73  0.083
H -3.00 -1.97 3.31  0.058
H -5.66 -1.50 4.63  0.128
H -4.50 0.89 5.35  0.072
H -4.77 -0.46 6.43  0.083
H -3.20 -0.26 5.71  0.063
H -5.78 0.52 3.31  0.119
H -5.62 -0.97 2.41  0.119
H -4.46 0.44 1.14  0.118
H -3.16 -0.35 1.98  0.106
H -4.24 2.38 2.82  0.151
H -2.87 1.65 0.35  0.100
H -3.28 3.29 0.85  0.129
H -1.06 3.54 1.87  0.137
H -0.68 2.37 0.59  0.131
H -0.19 1.69 3.05  0.187
H -1.07 0.62 2.14  0.178
H -2.15 2.81 3.77  0.143
H -2.27 1.15 4.30  0.115
C -1.17 2.36 -3.47  -0.098
C -2.28 1.86 -2.80  -0.107
C -3.26 2.73 -2.36  -0.122
C -3.16 4.09 -2.60  -0.095
C -2.05 4.58 -3.29  -0.086
C -1.06 3.72 -3.72  -0.084
H -0.39 1.68 -3.81  0.097
H -2.36 0.79 -2.61  0.102
H -4.12 2.34 -1.82  0.097
H -3.93 4.77 -2.26  0.103
H -1.97 5.64 -3.48  0.106
H -0.20 4.10 -4.24  0.106
C 3.53 -1.78 -2.73  -0.086
C 2.39 -2.26 -2.11  -0.086
C 1.39 -1.38 -1.72  -0.105
C 1.53 -0.02 -1.97  -0.120
C 2.67 0.47 -2.59  -0.096
C 3.67 -0.42 -2.98  -0.085
H 4.32 -2.46 -3.03  0.095
H 2.28 -3.32 -1.92  0.105
H 0.50 -1.75 -1.24  0.094
H 0.75 0.67 -1.68  0.075
H 2.78 1.53 -2.79  0.101
H 4.56 -0.04 -3.46  0.104
C 8.57 -4.79 -2.85  -0.092
C 8.21 -4.77 -1.51  -0.094
C 7.45 -3.72 -1.00  -0.096
C 7.05 -2.69 -1.84  -0.113
C 7.41 -2.71 -3.18  -0.106
C 8.17 -3.76 -3.69  -0.093
H 9.16 -5.60 -3.24  0.103
H 8.52 -5.57 -0.85  0.102
H 7.17 -3.70 0.04  0.099
H 6.46 -1.87 -1.45  0.094
H 7.10 -1.90 -3.84  0.098
H 8.45 -3.77 -4.73  0.102

Maximum force ... 0.57 eV/Å
Electronic energy ... -30099.22300 eV
Gap between HOMO and LUMO ... 7.630 eV
LUMO level ... -3.09 eV
Total charge ... +1

***

# 2
ORCA calculation (ωB97M-V/def2-TZVPD) on a 4-piece molecular cluster, C27H38N2O9S4 overall at a distorted geometry.

Last column: Löwdin charge in e.
CARTESIAN COORDINATES (ANGSTROEM)
C -1.23 -1.59 -1.61  0.083
C -1.42 -2.17 -0.43  -0.096
C -1.46 -3.35 0.70  -0.167
C -0.17 -4.24 1.00  0.030
C -0.24 -5.41 2.08  -0.099
C 1.04 -6.34 2.37  -0.141
C 1.43 -7.07 0.95  -0.124
C 0.30 -7.34 -0.11  -0.027
C 0.69 -8.01 -1.51  -0.061
C 2.21 -8.37 -1.74  -0.088
C 3.33 -8.13 -0.65  -0.044
C 2.97 -7.46 0.75  -0.150
C 4.10 -7.20 1.89  -0.095
C -1.60 -5.71 2.88  -0.121
N -1.58 -6.83 3.81  0.061
C -2.84 -6.99 4.49  -0.069
C -4.08 -6.07 4.23  -0.074
N -4.17 -4.98 3.29  0.056
C -2.88 -4.84 2.63  -0.178
C -2.77 -3.67 1.53  -0.422
S -4.31 -2.64 1.19  0.660
H -0.81 -0.96 -2.48  0.065
H 0.83 -4.09 0.45  0.121
H 0.90 -7.10 3.22  0.112
H 1.92 -5.64 2.66  0.105
H -0.82 -7.10 0.03  0.095
H -0.13 -8.21 -2.32  0.089
H 2.48 -8.83 -2.77  0.081
H 4.43 -8.42 -0.86  0.090
H 3.97 -8.06 2.66  0.092
H 3.93 -6.22 2.47  0.065
H 5.16 -7.29 1.46  0.078
H -2.93 -7.84 5.26  0.107
H -5.03 -6.28 4.87  0.111
H -4.31 -1.66 2.19  -0.123
O -0.58 2.74 -0.13  -0.286
S -0.15 3.09 1.20  0.607
O 1.24 3.05 1.59  -0.285
O -1.02 2.25 2.28  -0.264
C -1.07 0.83 2.16  -0.269
C 0.20 0.19 2.69  -0.070
C -0.80 4.70 1.59  -0.112
H -1.26 0.53 1.12  0.102
H -1.91 0.49 2.75  0.121
H 1.06 0.44 2.06  0.072
H 0.10 -0.89 2.72  0.073
H 0.43 0.56 3.69  0.085
H -1.86 4.72 1.35  0.077
H -0.26 5.43 0.99  0.056
H -0.63 4.89 2.65  0.076
O -3.76 3.71 -5.67  -0.285
S -3.44 4.79 -4.78  0.606
O -2.58 5.88 -5.17  -0.283
O -2.88 4.18 -3.38  -0.264
C -1.80 3.26 -3.43  -0.271
C -0.47 3.97 -3.63  -0.070
C -4.95 5.46 -4.13  -0.127
H -1.96 2.50 -4.20  0.115
H -1.78 2.74 -2.47  0.104
H -0.42 4.42 -4.62  0.072
H 0.36 3.27 -3.53  0.082
H -0.35 4.78 -2.90  0.083
H -5.57 4.65 -3.78  0.074
H -5.45 6.00 -4.94  0.075
H -4.71 6.15 -3.32  0.073
O 1.21 7.07 -0.52  -0.292
S 2.31 7.77 -1.14  0.607
O 2.55 7.71 -2.55  -0.275
O 3.68 7.37 -0.36  -0.265
C 4.00 5.99 -0.21  -0.266
C 4.57 5.41 -1.49  -0.073
C 2.26 9.47 -0.64  -0.122
H 3.13 5.42 0.13  0.111
H 4.75 5.92 0.58  0.124
H 3.82 5.37 -2.28  0.071
H 4.94 4.40 -1.33  0.082
H 5.39 6.03 -1.86  0.085
H 2.13 9.51 0.44  0.074
H 1.41 9.94 -1.14  0.077
H 3.19 9.95 -0.94  0.075

SMILES ... C#Cc1cc(Cc2ccccc2C)c2nccnc2c1S.CCOS(C)(=O)=O.CCOS(C)(=O)=O.CCOS(C)(=O)=O
Maximum force ... 6.77 eV/Å
Electronic energy ... -93347.67407 eV
Gap between HOMO and LUMO ... 6.963 eV
LUMO level ... -1.41 eV
Total charge ... 0

***

# 3
ORCA calculation (ωB97M-V/def2-TZVPD) on a 3-piece molecular cluster, C27H38O5S overall at a distorted geometry.

Last column: Löwdin charge in e.
CARTESIAN COORDINATES (ANGSTROEM)
C 6.79 -3.20 2.37  -0.117
C 5.94 -2.72 1.11  -0.253
C 5.76 -3.83 0.01  -0.176
C 5.08 -5.15 0.54  -0.173
O 3.78 -5.43 -0.06  -0.088
C 2.85 -4.70 0.68  -0.237
C 2.22 -5.22 1.90  0.060
C 1.26 -4.42 2.70  -0.156
C 0.63 -4.95 4.02  -0.049
C 0.94 -3.07 2.24  -0.024
C 1.58 -2.56 1.00  -0.047
C 2.51 -3.34 0.23  0.063
C 1.23 -1.09 0.59  -0.275
O 1.12 -0.73 -0.56  0.112
C 1.09 -0.10 1.80  -0.055
C 1.60 1.26 1.80  -0.026
C 1.43 2.05 3.02  -0.537
S 2.07 3.77 3.15  0.717
C 0.78 1.53 4.24  -0.085
C 0.27 0.16 4.24  -0.003
C 0.44 -0.61 3.02  -0.066
C -0.05 -2.10 2.96  -0.279
O -1.13 -2.43 3.40  0.101
H 6.10 -3.18 3.26  0.071
H 7.64 -2.51 2.62  0.070
H 7.14 -4.25 2.20  0.071
H 6.52 -1.86 0.65  0.103
H 4.97 -2.26 1.44  0.098
H 5.10 -3.37 -0.79  0.102
H 6.75 -4.00 -0.48  0.114
H 5.73 -6.05 0.38  0.129
H 4.96 -5.06 1.66  0.118
H 2.46 -6.24 2.28  0.125
H -0.35 -4.49 4.26  0.070
H 1.34 -4.64 4.84  0.096
H 0.57 -6.07 4.07  0.081
H 3.01 -2.94 -0.68  0.125
H 2.11 1.70 0.91  0.125
H 2.34 3.94 4.50  -0.123
H 0.69 2.13 5.17  0.098
H -0.20 -0.29 5.14  0.122
C -1.94 1.98 -2.05  -0.068
C -1.36 2.10 -0.65  -0.276
O -1.35 3.43 -0.15  -0.161
C -2.61 4.06 -0.01  -0.278
C -3.53 3.35 0.96  -0.078
H -1.45 2.67 -2.73  0.082
H -1.82 0.97 -2.42  0.083
H -3.01 2.22 -2.05  0.053
H -0.31 1.78 -0.68  0.103
H -1.87 1.44 0.05  0.109
H -3.09 4.18 -0.99  0.095
H -2.41 5.07 0.37  0.118
H -3.83 2.36 0.59  0.066
H -4.44 3.93 1.12  0.076
H -3.04 3.19 1.92  0.081
C -5.27 3.95 -3.44  -0.083
C -4.23 3.90 -4.55  -0.278
O -4.34 2.75 -5.37  -0.160
C -5.56 2.59 -6.07  -0.282
C -5.85 3.71 -7.05  -0.083
H -5.25 3.03 -2.85  0.075
H -5.07 4.80 -2.78  0.074
H -6.28 4.07 -3.83  0.066
H -3.24 3.87 -4.10  0.104
H -4.27 4.81 -5.17  0.108
H -6.39 2.45 -5.37  0.107
H -5.47 1.65 -6.63  0.118
H -6.03 4.66 -6.53  0.065
H -6.74 3.49 -7.64  0.076
H -5.01 3.87 -7.72  0.082

SMILES ... CCCCOc1cc(C)c2c(c1)C(=O)c1cc(S)ccc1C2=O.CCOCC.CCOCC
Maximum force ... 2.78 eV/Å
Electronic energy ... -49684.29731 eV
Gap between HOMO and LUMO ... 7.942 eV
LUMO level ... -0.74 eV
Total charge ... 0